Record 1
Computed, not measured: a gas-phase ion, C4H12N3S (charge -1) at a distorted geometry, with ωB97M-V/def2-TZVPD.

The SMILES is NCN[C@@H](CN)C[S-]. Its frontier orbital gap is 6.17 eV. The HOMO energy is -2.44 eV. The calculation puts the max |F| at 2.73 eV/Å. The value obtained for the energy above the lowest of the compared OMol25 structures with the same formula, charge and spin is 40.7 kcal/mol.

```
! wB97M-V def2-TZVPD RIJCOSX def2/J DEFGRID3
* xyz -1 1
C -1.04 -1.22 0.24
N -2.44 -1.42 0.59
C -0.46 0.18 0.21
C -0.49 0.76 1.65
S -2.05 1.65 1.96
N 0.96 -0.07 -0.21
C 1.54 0.90 -1.13
N 2.36 0.24 -2.13
H -0.41 -1.90 0.91
H -0.96 -1.75 -0.73
H -2.99 -1.06 -0.18
H -2.71 -0.87 1.40
H -0.97 0.84 -0.51
H -0.07 0.07 2.39
H 0.21 1.61 1.60
H 1.54 -0.40 0.55
H 2.09 1.70 -0.60
H 0.80 1.43 -1.73
H 1.88 -0.54 -2.56
H 3.20 -0.15 -1.71
*
```

=====

Record 2
Computed, not measured: 9 unconnected molecules or ions with the total composition C27H68F24N5O4P4 at a distorted geometry, with ωB97M-V/def2-TZVPD.

Its frontier orbital gap is 10.22 eV. The HOMO energy is -12.77 eV. The calculation puts the max |F| at 4.39 eV/Å. The value obtained for the energy above the lowest of the compared OMol25 structures with the same formula, charge and spin is 59.0 kcal/mol.

```
! wB97M-V def2-TZVPD RIJCOSX def2/J DEFGRID3
* xyz 1 1
C 2.03 0.74 2.31
C 1.62 -0.32 1.33
O 2.21 -1.33 1.08
N 0.23 -0.18 0.76
H -0.55 -0.52 1.34
H -0.12 0.78 0.68
C 0.27 -0.70 -0.66
H 1.51 0.49 3.24
H 1.82 1.77 2.03
H 3.10 0.60 2.43
H 0.66 -1.70 -0.75
H 0.76 0.05 -1.27
H -0.78 -0.66 -0.96
C -1.74 -5.25 -0.85
C -2.32 -3.90 -0.60
O -2.07 -2.91 -1.19
N -3.25 -3.89 0.62
H -3.22 -4.74 1.16
H -2.81 -3.15 1.19
C -4.64 -3.36 0.35
H -0.84 -5.03 -1.44
H -2.32 -5.96 -1.45
H -1.26 -5.82 -0.05
H -5.16 -3.25 1.30
H -5.08 -3.84 -0.52
H -4.45 -2.29 0.19
C 6.79 0.52 6.29
N 5.97 1.46 5.40
C 4.82 0.60 5.00
C 5.68 2.61 6.32
C 6.89 1.83 4.23
C 6.20 2.58 3.11
O 5.39 1.81 2.27
H 7.73 1.03 6.53
H 7.03 -0.36 5.70
H 6.24 0.32 7.20
H 5.20 -0.38 4.73
H 4.27 1.06 4.19
H 4.12 0.46 5.82
H 4.94 2.28 7.04
H 5.30 3.40 5.67
H 6.57 3.02 6.79
H 7.28 0.87 3.87
H 7.70 2.43 4.64
H 7.00 3.21 2.69
H 5.63 3.42 3.54
H 5.12 2.39 1.55
C 6.02 -0.61 -1.68
N 4.87 -1.31 -1.00
C 4.73 -0.51 0.30
C 3.56 -1.21 -1.75
C 5.16 -2.72 -0.54
C 5.50 -3.67 -1.66
O 6.84 -3.48 -2.11
H 5.77 0.44 -1.83
H 6.37 -1.16 -2.55
H 6.86 -0.63 -0.98
H 4.00 -1.10 0.87
H 4.47 0.49 -0.03
H 5.61 -0.41 0.94
H 3.66 -1.93 -2.56
H 3.38 -0.18 -2.01
H 2.83 -1.67 -1.10
H 4.43 -3.04 0.20
H 6.09 -2.51 0.00
H 4.76 -3.71 -2.46
H 5.39 -4.70 -1.28
H 7.10 -4.38 -2.32
C -9.59 0.96 -4.05
C -8.17 0.87 -4.61
C -7.12 0.94 -3.47
C -5.76 0.80 -4.11
N -4.63 0.78 -3.05
C -3.29 0.72 -3.76
C -2.99 -0.78 -3.96
C -4.14 -1.57 -3.27
C -4.65 -0.53 -2.28
C -4.75 1.97 -2.07
C -4.95 3.29 -2.82
C -5.34 4.45 -1.91
H -9.88 1.97 -3.77
H -9.72 0.26 -3.23
H -10.28 0.69 -4.85
H -7.97 1.55 -5.44
H -8.12 -0.12 -5.08
H -7.30 0.03 -2.89
H -7.38 1.80 -2.86
H -5.52 1.62 -4.78
H -5.61 -0.09 -4.71
H -2.64 1.32 -3.13
H -3.37 1.17 -4.75
H -2.00 -0.93 -3.52
H -2.80 -0.99 -5.01
H -3.77 -2.57 -3.10
H -5.02 -1.76 -3.89
H -3.92 -0.39 -1.48
H -5.57 -0.85 -1.79
H -3.81 2.03 -1.53
H -5.51 1.65 -1.36
H -5.78 3.11 -3.49
H -4.05 3.49 -3.40
H -5.51 5.39 -2.43
H -4.75 4.61 -1.00
H -6.30 4.17 -1.46
P -1.36 3.00 0.20
F -0.95 2.25 1.60
F -1.05 4.46 0.78
F 0.18 2.76 -0.23
F -1.73 3.61 -1.26
F -1.80 1.51 -0.35
F -2.88 3.30 0.67
P 1.08 -2.14 -4.39
F 1.72 -1.11 -5.45
F 0.75 -0.83 -3.44
F -0.34 -1.85 -5.15
F 0.30 -3.10 -3.34
F 1.46 -3.39 -5.33
F 2.54 -2.22 -3.66
P 1.75 3.48 5.19
F 1.05 4.90 4.98
F 2.63 4.01 6.43
F 0.69 2.98 6.29
F 2.46 2.03 5.20
F 0.90 2.89 3.92
F 2.94 3.98 4.14
P -2.12 -1.70 3.27
F -3.02 -1.24 4.52
F -3.33 -1.08 2.30
F -1.45 -0.24 3.14
F -1.57 -2.12 1.73
F -0.85 -2.26 4.02
F -2.93 -3.12 3.27
*
```

=====

Record 3
Computed, not measured: C21H26ClN3O5S in the gas phase at a distorted geometry, with ωB97M-V/def2-TZVPD.

The SMILES is COc1ccc(NC(=O)CCN2CCN(S(=O)(=O)c3cc(Cl)ccc3OC)CC2)cc1. Its frontier orbital gap is 7.80 eV. The HOMO energy is -7.49 eV. The calculation puts the max |F| at 1.07 eV/Å. The value obtained for the energy above the lowest of the compared OMol25 structures with the same formula, charge and spin is 50.9 kcal/mol.

```
! wB97M-V def2-TZVPD RIJCOSX def2/J DEFGRID3
* xyz 0 1
C -5.84 -4.33 1.25
H -5.19 -4.28 2.13
O -6.24 -3.06 0.82
C -5.27 -2.18 0.41
C -5.72 -0.93 0.00
C -4.83 0.04 -0.44
C -3.47 -0.24 -0.47
C -3.02 -1.49 -0.05
C -3.91 -2.45 0.38
H -3.52 -3.41 0.70
H -1.96 -1.70 -0.07
N -2.51 0.68 -0.90
C -2.67 1.98 -1.24
O -3.73 2.58 -1.28
C -1.34 2.65 -1.59
C -0.56 2.89 -0.29
N 0.69 3.62 -0.48
C 1.50 3.63 0.72
C 2.37 2.35 0.88
N 2.07 1.38 -0.15
S 1.28 -0.02 0.21
O 0.27 -0.28 -0.80
O 0.85 0.00 1.57
C 2.53 -1.28 -0.02
C 2.35 -2.26 -0.96
C 3.31 -3.25 -1.12
C 4.45 -3.24 -0.33
C 4.63 -2.25 0.62
C 3.68 -1.25 0.78
O 3.76 -0.22 1.65
C 4.85 -0.17 2.55
H 4.88 -1.06 3.18
H 5.80 -0.06 2.02
H 4.67 0.70 3.18
H 5.53 -2.26 1.22
H 5.20 -4.01 -0.45
Cl 3.09 -4.48 -2.30
H 1.44 -2.25 -1.55
C 2.10 1.83 -1.52
C 1.52 3.26 -1.61
H 0.95 3.38 -2.53
H 2.34 3.98 -1.63
H 3.13 1.79 -1.90
H 1.49 1.12 -2.09
H 3.43 2.59 0.82
H 2.17 1.85 1.83
H 0.83 3.75 1.58
H 2.15 4.50 0.68
H -0.40 1.93 0.21
H -1.17 3.51 0.37
H -1.55 3.60 -2.08
H -0.79 2.00 -2.26
H -1.56 0.31 -0.90
H -5.19 1.00 -0.75
H -6.78 -0.73 0.02
H -5.34 -4.89 0.45
H -6.76 -4.85 1.53
*
```

=====

Record 4
Computed, not measured: a molecular structure, C22H12F5FeN3O4S, with ωB97M-V/def2-TZVPD.

Its frontier orbital gap (spin up / spin down) is 6.93 / 6.97 eV. The HOMO energy (spin up / spin down) is -7.77 / -7.90 eV. The calculation puts the max |F| at 0.78 eV/Å.

```
! wB97M-V def2-TZVPD RIJCOSX def2/J DEFGRID3
* xyz 0 5
Fe -0.65 0.08 0.10
O -0.38 -0.25 2.20
C 0.62 0.00 2.87
C 1.93 0.32 2.38
C 2.94 0.51 3.33
C 4.22 0.77 2.93
C 4.55 0.85 1.57
C 3.58 0.67 0.62
C 2.23 0.41 0.98
O 1.35 0.27 0.06
N 5.27 0.95 3.93
O 4.95 0.87 5.11
O 6.40 1.18 3.54
H 0.53 -0.03 3.97
H 2.72 0.44 4.39
H 5.58 1.05 1.29
H 3.82 0.74 -0.43
N -0.23 -0.29 -2.15
C -0.96 -1.43 -2.57
C -1.33 -1.67 -3.86
C -2.04 -2.85 -4.20
C -2.36 -3.77 -3.25
C -2.04 -3.53 -1.89
C -2.41 -4.39 -0.84
C -2.15 -4.04 0.45
C -1.53 -2.80 0.71
N -1.15 -1.99 -0.25
C -1.37 -2.34 -1.55
H -0.23 0.45 -2.84
H 0.73 -0.50 -1.89
H -1.06 -0.97 -4.63
H -2.31 -3.02 -5.24
H -2.88 -4.68 -3.51
H -2.92 -5.32 -1.07
H -2.43 -4.67 1.28
H -1.37 -2.46 1.72
F -2.58 7.20 0.45
C -2.57 5.87 0.33
C -1.43 5.15 0.61
F -0.32 5.79 1.01
C -1.43 3.77 0.48
F -0.30 3.11 0.77
C -2.56 3.07 0.08
S -2.59 1.33 -0.07
C -3.70 3.82 -0.20
F -4.82 3.22 -0.60
C -3.71 5.20 -0.08
F -4.82 5.89 -0.35
*
```